Record 1
The following is a quantum chemistry calculation of a molecular structure, C42H43I3N4O3Pb, from OMol25.

Atoms and positions in Å:
N -0.375 0.322 1.900
H -0.461 5.745 -1.824
H 1.731 -1.686 2.094
H -4.419 0.065 -0.848
H -4.925 1.050 1.516
O 2.370 0.973 1.118
H 4.867 1.820 1.241
H 3.751 -0.174 5.915
C 1.630 0.406 3.328
C -0.378 1.199 -2.767
H -1.726 -0.340 -0.534
H -1.243 -1.939 2.751
H 2.807 -1.555 0.681
H 6.018 0.888 2.239
H 3.825 -0.192 -0.987
H 1.234 2.950 0.954
C 2.995 -4.751 0.037
C 2.263 -5.735 0.955
H 5.044 0.098 0.981
C -2.805 0.820 1.667
Pb 1.108 -0.109 -0.444
C 3.984 0.608 2.774
C 2.576 -4.171 2.887
H 1.304 -4.349 -1.248
H 3.991 -2.574 2.527
C -2.593 -3.925 -1.602
C -4.081 -0.441 -1.753
C -1.953 -1.358 -0.812
H -4.444 -3.090 -2.297
H -3.571 0.303 -2.369
H -2.776 -6.038 -1.206
C -1.169 3.786 -3.648
H -0.415 0.174 3.918
C -2.914 -5.334 -2.029
H 1.664 -0.557 6.636
H 3.307 -4.842 3.349
H -3.561 -2.767 2.883
C -1.427 2.673 -4.396
O 0.238 0.862 6.100
N 0.508 2.172 -0.784
C 5.046 0.873 1.752
H -5.431 -1.248 2.232
H -2.263 -5.655 -2.845
H -3.945 -5.416 -2.373
C 4.014 -3.952 0.854
H 4.758 -4.622 1.296
C 0.432 4.500 -0.342
C -4.118 0.377 1.774
N 4.346 0.325 4.001
I -1.496 -0.277 -5.114
H -1.940 2.765 -5.344
H 0.060 -3.428 2.272
C 0.761 3.183 0.012
C 1.202 -3.021 0.488
C -1.755 -0.022 2.014
H 1.534 -6.314 0.379
C -1.000 -2.366 -0.618
C 2.610 0.671 2.361
H -4.962 -0.780 -2.298
C 2.949 -0.157 -1.627
C -0.115 2.378 -1.975
C -3.163 -1.592 -1.438
H 0.790 1.624 6.305
C 0.529 -4.001 1.469
C -3.494 -2.892 -1.812
C 3.283 -3.184 1.959
C -0.503 3.666 -2.401
N 0.256 -2.038 -0.083
C 3.397 0.070 4.919
H 1.030 -5.668 2.727
C -4.403 -0.914 2.187
C 2.053 0.092 4.649
I -1.785 5.648 -4.367
C -1.040 1.391 -3.966
C 2.248 -2.256 1.316
H 3.510 -5.300 -0.755
H 0.424 -1.047 5.494
C 1.978 -3.794 -0.597
H -0.661 -4.478 -0.945
H -0.266 -4.565 0.984
H 0.664 5.305 0.340
O -0.014 0.031 -2.333
H 4.553 -3.255 0.204
C 1.554 -4.966 2.073
C -2.062 -1.298 2.475
H 2.494 -3.067 -1.234
C -3.364 -1.758 2.546
C 0.216 0.318 3.041
I -2.534 2.775 0.991
H 2.864 -1.040 -2.258
C -0.194 4.738 -1.534
C 1.092 -0.227 5.765
H 2.973 0.738 -2.246
H 2.973 -6.448 1.385
H 2.075 -3.630 3.697
C -1.351 -3.653 -1.036

Electronic energy   -3156.949805 Ha
Energy relative to the best compared isomer or geometry (same formula, charge and spin)   37.68 kcal per mole
HOMO-LUMO gap   6.81 eV
HOMO level   -7.433 eV


Record 2
The following is a quantum chemistry calculation of a molecular structure, C42H44CuO3P2S, from OMol25.

Atoms and positions in Å:
H 4.059 1.433 -8.758
H 7.220 2.555 -6.010
H 3.890 -3.559 2.088
C 6.591 -5.221 -4.859
H 4.501 -5.734 -1.610
H 5.750 -2.152 -1.904
H -0.298 0.149 1.690
C -8.960 2.599 5.736
C 4.491 1.427 -7.749
O -4.735 1.241 3.082
H -1.191 -1.149 3.436
C -7.153 1.971 3.679
C 6.840 -6.337 -4.045
H -0.420 2.795 3.175
H -9.693 2.620 7.782
H -3.200 -1.107 -0.702
H -3.570 -0.689 1.055
H -8.453 3.117 2.394
C -1.994 0.455 4.553
C 4.872 -1.823 -2.475
C -7.844 1.787 5.994
C -0.832 2.209 2.336
C -3.228 2.821 3.041
C -9.943 3.010 6.794
C 1.899 3.411 -2.723
C 5.643 1.312 -5.190
S -5.977 1.608 2.352
H 5.337 0.293 -2.567
H 3.199 2.829 -4.354
C 3.849 0.725 -6.722
C 4.392 0.715 -5.415
C 1.798 0.692 -2.061
P 3.416 -0.178 -4.112
O -6.594 0.506 1.639
H -4.881 -0.484 -0.173
C 1.531 -4.944 0.054
H -2.525 -0.215 5.242
C -9.175 3.053 4.425
C 2.231 -4.643 1.227
H -10.054 3.655 4.184
H -6.086 0.832 5.162
C 1.134 2.976 -1.632
C 3.777 -3.268 -0.041
H 1.903 -5.062 2.179
H -4.091 3.393 2.696
C 5.691 2.116 -7.486
H 0.645 0.825 3.024
C 5.093 -5.579 -2.520
C -1.265 -0.070 3.554
H 1.777 -0.370 -1.808
H -10.005 4.102 6.870
C 4.729 -0.543 -2.922
H 0.567 3.692 -1.038
H -3.996 2.347 4.962
C 6.078 -6.514 -2.878
H 0.501 1.267 -0.454
C 2.548 1.135 -3.170
C 4.882 -4.436 -3.307
O -5.869 2.851 1.602
C 3.345 -3.801 1.179
C -2.264 2.559 2.113
C 2.605 2.492 -3.501
H 6.135 1.205 -4.223
H -2.938 3.733 4.931
H 6.254 -7.381 -2.237
H 7.610 -7.066 -4.317
C -3.069 2.734 4.542
H -2.049 1.835 6.151
P 3.638 -3.091 -2.890
C 1.952 -4.425 -1.168
H 6.175 2.690 -8.282
C 6.271 2.046 -6.211
H 4.631 -2.593 -0.072
H 7.173 -5.077 -5.774
H 2.922 0.175 -6.918
H 0.658 -5.594 0.084
Cu -2.769 1.074 -0.377
C -8.280 2.755 3.404
C 1.095 1.618 -1.300
H -0.987 2.336 4.823
C -0.396 0.721 2.628
H 1.939 4.468 -2.973
H -7.686 1.389 7.002
C -3.799 -0.508 -0.016
H -10.950 2.653 6.547
H 5.422 -3.421 -5.154
C -1.935 1.862 5.056
C 3.116 -3.630 -1.219
H -0.245 2.472 1.437
H 1.408 -4.640 -2.089
C 5.614 -4.285 -4.508
C -6.949 1.468 4.968
H -2.449 2.782 1.038

Electronic energy   -4573.677837 Ha
⟨S²⟩   0.78
Spin multiplicity   2
HOMO-LUMO gap (spin up / spin down)   6.96 / 4.51 eV
HOMO level (spin up / spin down)   -7.943 / -7.941 eV